# 1
Entry from the OMol25 dataset: 2 unconnected molecules or ions with the total composition C4H9NS at a distorted geometry (ωB97M-V/def2-TZVPD).

E_LUMO (alpha / beta) in eV: 0.844 / -2.351
HOMO (alpha / beta) in hartree: -0.262 / -0.343
Gap between HOMO and LUMO (alpha / beta) in eV: 7.973 / 6.972

```
! wB97M-V def2-TZVPD RIJCOSX def2/J DEFGRID3
* xyz 0 3
C 0.13 1.21 0.59
C 0.26 -1.43 0.85
C 0.59 -0.31 -1.53
C 0.17 -0.17 -0.06
N 0.46 2.23 -0.12
S -2.40 0.45 -0.09
H -0.10 1.19 1.69
H -0.34 -2.12 0.31
H -0.29 -1.17 1.77
H 1.25 -1.63 0.94
H 0.76 -1.34 -1.87
H 1.47 0.25 -1.52
H -0.18 0.15 -2.07
H 0.59 3.17 0.21
H -2.38 -0.47 0.88
*
```

Here are the Mulliken charges for atoms 1 to 8, given in e: C -0.11; C -1.37; C -1.18; C 0.44; N -0.52; S -0.11; H 0.35; H 0.39



# 2
Entry from the OMol25 dataset: a molecular structure, C4H9NS3 at a distorted geometry (ωB97M-V/def2-TZVPD).

E_LUMO in eV: 0.192
HOMO in hartree: -0.296
Gap between HOMO and LUMO in eV: 8.258

```
! wB97M-V def2-TZVPD RIJCOSX def2/J DEFGRID3
* xyz 0 1
C -0.51 -1.78 -2.51
C -0.79 -0.29 -2.20
C 0.40 0.28 0.37
C 1.05 2.09 2.33
H 0.44 -1.74 -3.18
H -0.28 -2.25 -1.45
H -1.15 -2.15 -3.24
H -0.89 0.48 -3.06
H -1.56 -0.38 -1.29
H 0.86 2.98 1.79
H -0.04 1.38 2.40
H 1.56 2.13 3.64
H -0.15 -0.47 3.31
N -0.53 -0.50 0.87
S 0.56 0.57 -1.30
S 1.97 0.75 1.27
S -0.94 -1.12 2.28
*
```

Here are the Mulliken charges for atoms 1 to 8, given in e: C -0.88; C -0.46; C 0.39; C -0.58; H 0.23; H 0.24; H 0.36; H 0.35



# 3
Entry from the OMol25 dataset: a gas-phase ion, C4H9O2 (charge -1) at a distorted geometry (ωB97M-V/def2-TZVPD).

E_LUMO in eV: 4.462
HOMO in hartree: -0.123
Gap between HOMO and LUMO in eV: 7.805

```
! wB97M-V def2-TZVPD RIJCOSX def2/J DEFGRID3
* xyz -1 1
O 0.08 -0.01 -2.00
C -0.97 -0.35 -1.16
C -0.57 -0.89 0.23
C 0.00 0.17 1.19
C 1.06 1.01 0.47
O 1.91 0.17 -0.25
H -1.62 0.53 -0.97
H -1.54 -1.12 -1.70
H 0.16 -1.69 0.10
H -1.42 -1.37 0.74
H 0.40 -0.42 2.02
H -0.77 0.86 1.54
H 0.46 1.54 -0.28
H 1.63 1.66 1.14
H 1.18 -0.10 -1.08
*
```

Here are the Mulliken charges for atoms 1 to 8, given in e: O -0.81; C -0.45; C -0.91; C -0.44; C -0.67; O -0.70; H 0.20; H 0.36